# 1
Here is C16H19BrNO4Pb as an isolated structure from the OMol25 dataset. Energies are from ωB97M-V with the def2-TZVPD basis set.

Its energy above the lowest of the compared OMol25 structures with the same formula, charge and spin is 6.43 kcal/mol. The value obtained for the HOMO-LUMO gap is 8.4 eV. The electronic energy is -3743.76566 Eh. As for the net charge: -1.

```
42
C16H19BrNO4Pb (ωB97M-V with the def2-TZVPD basis set)
Pb 0.1740 -1.0952 -1.1236
N -0.8233 -0.7347 1.0575
C -1.1895 0.6665 1.3141
C 0.0128 1.5935 1.1960
C 0.4064 1.9892 -0.2333
O 0.9380 3.0704 -0.4231
O 0.1358 1.1344 -1.1759
H -1.6557 -1.3287 1.0387
H -0.1620 -1.0692 1.7496
H -1.6404 0.7602 2.3060
H -1.9586 0.9363 0.5881
H 0.8886 1.1157 1.6494
H -0.1631 2.5182 1.7434
C 4.6518 0.8643 1.4973
C 4.4720 -0.6560 1.3893
C 4.5257 -1.2776 2.7915
C 5.5967 -1.2450 0.5273
C 3.1696 -0.9444 0.7659
C 2.0937 -1.1547 0.2365
H 5.6176 1.0975 1.9555
H 3.8606 1.3037 2.1058
H 4.6067 1.3277 0.5115
H 5.4898 -1.0667 3.2626
H 4.3930 -2.3590 2.7387
H 3.7346 -0.8681 3.4212
H 6.5702 -1.0308 0.9780
H 5.5732 -0.8144 -0.4744
H 5.4852 -2.3261 0.4352
Br -6.4044 1.9246 -4.9360
C -5.5035 0.9242 -3.5873
C -4.1213 0.9201 -3.5611
C -3.4739 0.1787 -2.5829
C -4.1964 -0.5261 -1.6280
C -5.5855 -0.4857 -1.6659
C -6.2500 0.2246 -2.6526
C -3.4764 -1.3010 -0.5276
O -3.9605 -1.2492 0.6149
O -2.4140 -1.8958 -0.8695
H -3.5579 1.4859 -4.2905
H -2.3913 0.1573 -2.5532
H -6.1376 -1.0115 -0.8970
H -7.3308 0.2470 -2.6919
```

***

# 2
Here is C32H43BrF3N5O2STl as an isolated structure at a distorted geometry from the OMol25 dataset. Energies are from ωB97M-V with the def2-TZVPD basis set.

Its energy above the lowest of the compared OMol25 structures with the same formula, charge and spin is 0.00 kcal/mol. The value obtained for the HOMO-LUMO gap (alpha / beta) is 6.3 / 5.1 eV. The electronic energy is -5113.47991 Eh. As for the net charge: +1.

```
88
C32H43BrF3N5O2STl (ωB97M-V with the def2-TZVPD basis set)
Tl 11.9055 15.4257 10.4801
C 11.9873 18.1622 14.6737
C 12.1366 17.0916 13.6334
N 11.2072 16.6305 12.8698
N 9.9534 17.1016 12.9010
C 8.9497 16.6190 12.1226
N 7.7949 17.3025 12.1845
S 9.0406 15.2539 11.1703
C 13.4550 16.4603 13.4974
C 14.4726 16.6843 14.4339
C 15.6639 15.9928 14.3137
C 15.8171 15.0847 13.2798
C 14.7743 14.9461 12.3748
N 13.6460 15.6278 12.4698
H 11.0211 18.6733 14.6152
H 12.7833 18.9131 14.5542
H 12.0763 17.7096 15.6722
H 9.7380 17.9157 13.4974
H 7.6493 18.1050 12.7884
H 7.0171 16.9725 11.6234
H 14.3266 17.3734 15.2639
H 16.4635 16.1567 15.0351
H 16.7225 14.4901 13.1665
H 14.8348 14.2531 11.5385
C 6.7631 9.1247 10.4259
C 8.1576 8.9807 11.0506
C 7.9906 8.7710 12.5569
C 8.8604 7.7435 10.4641
C 9.0241 10.1803 10.7230
C 9.7516 10.8717 11.6927
C 10.6203 11.8604 11.3062
Br 11.6471 12.8138 12.5895
C 10.8204 12.2633 9.9482
O 11.7421 13.0874 9.6544
C 9.9863 11.6106 8.9710
C 9.1679 10.5856 9.3895
C 10.0768 12.0318 7.5178
C 9.2668 11.1159 6.5952
C 11.5332 12.0101 7.0283
C 9.5206 13.4609 7.4181
H 6.1475 8.2455 10.6861
H 6.8041 9.1855 9.3271
H 6.2552 10.0227 10.8092
H 7.3181 7.9136 12.7331
H 7.5424 9.6519 13.0391
H 8.9521 8.5455 13.0432
H 8.3047 6.8320 10.7356
H 9.8850 7.6587 10.8601
H 8.9249 7.7978 9.3652
H 9.6554 10.6273 12.7500
H 8.5849 10.0487 8.6331
H 9.6269 10.0760 6.6443
H 9.3752 11.4568 5.5499
H 8.1897 11.1360 6.8385
H 11.9947 11.0248 7.2179
H 12.1215 12.7796 7.5410
H 11.5654 12.2068 5.9430
H 8.4516 13.4831 7.7009
H 9.6074 13.8298 6.3846
H 10.0712 14.1493 8.0762
C 12.9511 19.0731 9.2067
C 11.4720 18.7700 9.4869
C 11.0846 19.3578 10.8524
C 10.6282 19.4666 8.3871
O 11.1527 17.4417 9.3676
H 13.1272 20.1711 9.2186
H 13.2406 18.6779 8.2211
H 13.5802 18.6125 9.9884
H 11.1937 20.4606 10.8547
H 11.7350 18.9402 11.6369
H 10.0339 19.1124 11.0784
H 10.7646 20.5649 8.4491
H 9.5599 19.2232 8.5193
H 10.9427 19.1131 7.3900
F 17.7669 15.8674 5.7298
C 17.3853 14.6889 6.2456
F 18.4852 14.1346 6.7983
F 17.0335 13.8979 5.2193
C 16.2778 14.8273 7.2527
C 15.6222 13.6924 7.7187
C 14.6097 13.8615 8.6509
N 14.2719 15.0509 9.1307
C 14.9138 16.1246 8.6974
C 15.9183 16.0759 7.7480
H 15.8864 12.6970 7.3547
H 14.0369 13.0111 9.0240
H 14.6153 17.0804 9.1349
H 16.4106 16.9893 7.4070
```

***

# 3
Here is C8H9Br3N2O4 as an isolated structure at a distorted geometry from the OMol25 dataset. Energies are from ωB97M-V with the def2-TZVPD basis set.

Its energy above the lowest of the compared OMol25 structures with the same formula, charge and spin is 0.00 kcal/mol. The value obtained for the HOMO-LUMO gap is 9.0 eV. The electronic energy is -8442.53164 Eh.

```
26
C8H9Br3N2O4 (ωB97M-V with the def2-TZVPD basis set)
C -27.9934 -15.0730 16.0588
N -26.7961 -15.3867 15.2155
O -26.3733 -16.5136 15.2320
O -26.2446 -14.4387 14.6529
H -28.7038 -15.8946 16.1504
H -28.5047 -14.2094 15.6334
H -27.5306 -14.8211 17.0129
C -25.8821 -12.1939 16.8080
C -24.8043 -11.8414 15.9518
C -23.5114 -11.9436 16.4980
C -23.3058 -12.3090 17.8372
C -24.4324 -12.7179 18.5818
C -25.7129 -12.6657 18.0895
N -21.9571 -12.2607 18.4488
O -21.0582 -11.5274 17.9725
O -21.8365 -12.8793 19.5314
H -26.8657 -12.1584 16.3634
H -25.0630 -11.5464 14.9456
H -22.7423 -11.6011 15.8215
H -24.2449 -12.8915 19.6312
H -26.4933 -12.8630 18.8096
C -22.6128 -15.8515 17.6709
Br -20.8601 -16.7514 17.4853
Br -23.7533 -16.6257 19.0770
Br -23.5633 -16.1440 15.9994
H -22.4631 -14.7784 17.7898
```

***

The lowest electronic energy belongs to which entry?
C8H9Br3N2O4

***

What is the energy above the lowest of the compared OMol25 structures with the same formula, charge and spin in the second record?
0.00 kcal/mol